1.
Below is a structure of composition C43H66N5O7P2S2SbSiTi in a non-equilibrium geometry, with properties calculated with ωB97M-V with the def2-TZVPD basis set.

Cartesian coordinates (Å):
Sb -1.44098 -4.25363 1.49831
Ti 0.67442 0.88567 0.19441
S 0.49832 -2.96973 1.53071
S -0.99108 -0.19283 -3.01399
P 1.77122 -0.11223 3.17591
P 4.08632 0.62147 1.33601
Si -2.79848 1.20767 -0.17379
O 0.89282 0.23777 2.01791
O 0.56522 1.93177 -1.15779
O 1.21652 -1.40243 3.93781
O 2.08272 0.92177 4.22101
O 4.71082 -0.31433 0.17081
O 3.01262 1.48167 0.76371
O 5.23322 1.27347 2.06261
N 0.74402 0.14527 -4.97309
N 0.67662 2.87577 1.47351
N 1.42842 4.04687 3.35631
N 0.68882 1.86357 -3.49329
N 4.31182 -0.26883 3.80951
C -0.84898 -6.48563 -2.28119
C -0.65338 -6.68673 3.39311
C -0.78388 2.96647 3.34111
C -6.67068 -2.54333 0.94311
C 2.81222 4.09207 2.93241
C -4.07988 0.30647 -1.29139
C 3.66762 -2.06743 2.22251
C -4.64458 -3.11533 -0.21969
C 1.00902 -6.29253 1.73741
C -1.32238 0.17627 0.33221
C 1.24702 5.93937 -3.74039
C -1.02608 -6.15213 -0.94889
C 1.22992 1.05567 -5.97709
C 1.65102 -0.63033 -0.90639
C 0.56542 -1.23813 -5.31019
C 1.21262 6.73387 -2.59419
C -1.12088 -4.18273 -2.88309
C 0.83312 3.94247 -2.41609
C -0.90898 -5.50123 -3.25379
C 0.16212 -7.63263 3.99501
C 1.03682 4.88747 4.46031
C -1.26168 -3.85303 -1.54609
C -4.71838 -3.21063 2.16061
C 1.05802 4.58217 -3.65869
C -6.04588 -2.80943 2.14981
C 0.76512 4.77077 -1.27239
C 0.09992 1.89197 -6.58579
C 0.65142 2.51837 -2.32569
C 3.48732 -0.62393 2.62151
C -4.00408 -3.36773 0.98271
C 1.41152 -7.90583 3.46601
C -5.96938 -2.69823 -0.24019
C 3.15722 5.27177 2.01861
C 1.83572 -7.22553 2.33561
C 0.50782 3.30977 2.65661
C -3.85348 1.66737 1.38431
C -2.44718 2.87527 -1.05869
C -0.63128 -1.53603 -6.22159
C 0.36252 6.18047 3.98211
C 0.95722 6.12807 -1.36349
C -1.22698 -4.83673 -0.57169
C -0.24848 -6.01533 2.25211
C 0.24482 0.66777 -3.78869
H 2.89412 -2.34563 1.50641
H 0.49662 2.61257 -7.30029
H -1.31528 2.26987 2.69451
H 0.99422 -1.17213 -1.59379
H 3.09642 6.21997 2.55531
H -1.38258 -2.81503 -1.26389
H -1.61878 -6.46143 3.83061
H -0.54938 5.95047 3.43981
H -1.29538 -0.72823 -0.28419
H 1.08242 3.96807 -4.54469
H -0.66018 -7.51573 -2.56529
H -0.40518 2.42437 -5.78599
H 1.42622 6.41037 -4.70419
H -7.70328 -2.21383 0.92331
H -0.79778 -5.76753 -4.29949
H -6.59608 -2.69893 3.08001
H -4.11368 -3.23023 -1.15659
H 0.52612 4.30537 -0.32659
H 3.59442 0.27447 4.38671
H 0.11512 6.82367 4.82401
H -3.59788 2.64507 1.77801
H 0.36112 4.34707 5.13171
H 2.44522 -0.17703 -1.52339
H -0.63228 1.25877 -7.08169
H 1.01632 6.72937 3.31051
H 1.96122 1.72817 -5.51689
H -0.47768 -1.12833 -7.22089
H 0.42892 -1.77733 -4.36889
H 1.93122 5.14287 5.03741
H 1.35152 -5.74853 0.86861
H -3.70298 0.93737 2.17191
H -3.57548 -0.16243 -2.12949
H -1.65658 3.41777 -0.54789
H -4.60268 -0.46883 -0.73979
H 5.01782 0.42247 3.37741
H 2.82272 -7.41143 1.92911
H -6.45688 -2.47493 -1.18249
H 4.17082 5.14937 1.64211
H 4.64342 -2.23053 1.76141
H 3.99472 -0.55113 -0.43069
H -0.55738 2.47267 4.28421
H -4.82858 0.98697 -1.69119
H 3.54632 -2.73223 3.07971
H 4.71442 -1.06853 4.29011
H -4.91178 1.67287 1.14501
H 0.90562 6.74897 -0.47269
H 0.87562 -2.03543 3.23971
H 2.05802 -8.63893 3.93581
H 1.48722 -1.59683 -5.79369
H 3.43282 4.12847 3.83531
H -1.42808 -0.15003 1.37631
H -1.52018 -1.09293 -5.78029
H 2.08452 -1.37913 -0.23479
H -0.77508 -2.61303 -6.30939
H 1.72572 0.47587 -6.76179
H 1.37192 7.80387 -2.66189
H -0.16858 -8.14553 4.89141
H -4.23018 -3.40163 3.11391
H 1.58862 3.08837 1.07311
H 3.05072 3.15717 2.42091
H -3.32298 3.52077 -1.11799
H -2.11018 2.68047 -2.07269
H -0.98548 -6.92413 -0.18939
H -1.17548 -3.39913 -3.62589
H 2.48052 5.30867 1.16621
H -1.40148 3.84247 3.53011

Properties
- HOMO (eV) = 0.263
- energy relative to the best compared isomer or geometry (same formula, charge and spin) (kcal/mol) = 47.94
- total charge = -2
- LUMO level (eV) = 2.8761
- E_tot (hartree) = -5337.15734
- orbital gap (eV) = 2.61

2.
Below is a structure of composition C6H21N2O2PSi2 in a non-equilibrium geometry, with properties calculated with ωB97M-V with the def2-TZVPD basis set.

Cartesian coordinates (Å):
P 1.56709 -4.23892 -1.81587
Si -0.14597 2.54968 -0.15375
Si -0.55292 -0.09531 1.15002
O 0.38781 -4.44310 1.07694
O 2.03232 -4.94968 -0.52914
N -0.28237 1.52341 1.16094
N 1.45445 -4.21100 0.91772
C 0.17172 4.30318 0.46187
C 0.84592 -1.07466 0.26257
C -2.18627 -0.63356 0.34199
C -0.59814 -0.75765 2.91844
C -1.70834 2.63450 -1.22884
C 1.30652 2.11657 -1.30857
H 0.72047 -2.14005 0.46645
H -0.76555 -1.84311 2.94300
H 0.80624 -0.92056 -0.82153
H 2.67991 -3.80415 -2.52854
H -3.01062 -0.04588 0.74664
H -1.85790 1.71865 -1.80749
H 1.09361 4.34079 1.04606
H 0.27119 5.00645 -0.37179
H 0.86381 -5.12184 -2.63090
H 0.34486 -0.55153 3.42896
H 1.49042 2.92510 -2.02380
H 2.22019 1.96639 -0.72905
H 1.82730 -0.76475 0.62337
H -2.16896 -0.50427 -0.74361
H 1.10779 1.21105 -1.89029
H 0.78141 -3.11871 -1.52156
H -1.40640 -0.28128 3.47435
H -2.40045 -1.69327 0.53945
H -0.65314 4.63970 1.09294
H -2.58832 2.79598 -0.60312
H -1.64770 3.46184 -1.94388

Properties
- HOMO (eV) = -6.390
- LUMO level (eV) = -3.2104
- E_tot (hartree) = -1421.38468
- orbital gap (eV) = 3.18

3.
Below is a structure of composition C43H35Cl2IN9O2Pb, with properties calculated with ωB97M-V with the def2-TZVPD basis set.

Cartesian coordinates (Å):
Pb 0.36457 -1.12764 -0.76650
I 5.91983 2.11933 0.28801
Cl 0.39947 -3.16657 -3.85960
Cl 1.39347 -3.35164 -6.61481
O -3.63349 -3.51711 0.17564
O 3.28244 -4.59476 -0.90361
N 2.29732 -2.63746 -0.47881
N 0.56789 -0.97048 1.80562
N -0.74454 6.96173 5.30570
N -2.03925 -1.95542 0.46630
N -2.08370 2.22639 -4.19201
N -1.78715 0.79561 -1.81561
N 2.09120 -0.96331 4.12266
N -1.05476 1.23144 1.07285
N -0.11346 -3.74730 -0.33151
C -2.17336 2.80105 -3.01422
C 4.14652 -1.04767 -0.98678
C -1.92917 6.49039 4.92557
C -2.07497 2.08900 -1.80317
C -1.90440 0.90160 -4.19218
C 3.72167 -2.33752 -0.31294
C -2.12293 2.33181 0.85156
C -1.98089 3.48248 1.78061
C -0.17508 2.41153 2.96072
C -1.37752 -4.14015 -0.37673
C -3.97609 2.97048 -0.56881
C 3.11960 -0.23383 -1.73788
C 5.86975 0.67165 -1.37662
C -0.12594 1.32805 2.18341
C -2.35228 -3.13070 0.10898
C -3.41896 0.13123 0.66794
C -1.73311 0.20372 -3.02096
C 0.68093 0.13694 2.53093
C 5.01350 1.21510 -2.45783
C 1.85122 -2.09293 3.45658
C 4.38772 -3.63682 -0.82297
C -3.27780 -1.34329 0.99601
C -0.72388 -6.23401 -1.30731
C 3.77325 0.77901 -2.63425
C 0.33219 6.31454 4.86933
C -4.36522 -2.29748 0.48415
C -2.46396 2.84645 -0.55180
C -1.73365 -5.39418 -0.85821
C -0.96144 4.71432 3.65036
C 1.11803 -2.08741 2.29126
C 0.25048 -2.57157 -5.53479
C 2.11880 0.46324 -0.76233
C -4.81791 1.95110 -0.34723
C -1.07869 3.53694 2.75635
C 2.17885 -3.88143 -0.72738
C 0.27847 5.19537 4.05287
C 1.50615 0.12694 3.66944
C -2.09019 5.38036 4.11133
C -2.54342 1.04673 1.33185
C 0.59876 -5.80845 -1.28537
C -4.53658 0.58265 0.03275
C 5.39265 -0.61706 -0.81961
C 0.84892 -4.54043 -0.78925
H -2.33214 3.87362 -2.99812
H -0.75710 -2.78965 -5.86909
H -4.82676 -1.96655 -0.44415
H -3.08187 5.02754 3.86067
H 0.96771 -2.98980 1.71269
H 0.45095 -1.50608 -5.52304
H 1.19830 4.73200 3.71745
H -2.63980 4.32176 1.58862
H -5.86805 2.17309 -0.51077
H -1.54434 -0.86410 -3.03182
H 1.75294 1.38169 -1.23125
H -5.35892 -0.09888 -0.13158
H -3.19942 -1.41040 2.08636
H 1.71367 1.03338 4.21803
H 1.28949 6.71170 5.18572
H -1.89724 0.40508 -5.15415
H 2.62678 0.74919 0.16008
H 3.90112 -2.21837 0.76053
H -0.67345 0.92413 0.17740
H -0.96807 -7.21683 -1.68630
H -5.12639 -2.53801 1.22011
H 6.92228 0.65046 -1.64036
H 6.10179 -1.18574 -0.22646
H 0.45737 2.46425 3.83259
H 2.56152 -0.92960 -2.39401
H 3.16081 1.19220 -3.42752
H -2.04224 3.84931 -0.66050
H 1.40446 -6.43053 -1.64842
H 4.82128 -3.53278 -1.81617
H -2.79670 7.02202 5.29807
H 2.27338 -3.00822 3.85060
H -4.38143 3.92833 -0.86916
H 5.11672 -4.05367 -0.13500
H -2.77085 -5.69608 -0.87779
H 5.43433 1.98497 -3.09097

Properties
- HOMO (eV) = -9.351
- energy relative to the best compared isomer or geometry (same formula, charge and spin) (kcal/mol) = 153.23
- total charge = +1
- LUMO level (eV) = -3.1644
- E_tot (hartree) = -3713.41666
- orbital gap (eV) = 6.19